# C21H41BLuN3O8P2S

A molecular structure, C21H41BLuN3O8P2S (the ωB97M-V functional and the def2-TZVPD basis, OMol25).

Geometry as XYZ:
```
78
Properties=species:S:1:pos:R:3:forces:R:3
Lu 1.156 -0.523 -1.914 -0.19 1.64 0.94
N 3.297 0.246 -0.937 0.30 -0.67 1.11
N 3.624 1.576 -1.237 0.53 0.26 -0.46
C 2.930 2.095 -2.380 -0.34 -0.04 0.84
O 3.294 3.180 -2.791 -0.22 -0.34 -0.39
O 1.927 1.351 -2.723 0.30 0.04 -0.76
H 3.381 0.115 0.080 -0.25 -0.02 -0.59
H 3.921 -0.430 -1.367 0.30 -0.02 -0.12
H 4.628 1.787 -1.253 -0.64 -0.07 0.00
C 0.210 4.425 -0.041 -0.66 -1.18 -0.20
C 0.200 3.676 1.297 0.10 -0.36 -0.34
C -0.145 4.504 2.503 -0.45 0.16 0.45
O -0.816 2.595 1.353 -0.28 -0.17 -0.03
P -0.979 1.437 0.303 0.72 0.16 -0.80
O 0.174 1.334 -0.624 0.10 -0.47 -0.05
C -1.188 -0.093 1.230 -0.06 0.21 0.35
P 0.385 -0.895 1.564 0.65 -0.20 0.78
O 1.127 -1.100 0.290 -0.14 -0.16 0.69
O 0.079 -2.176 2.432 0.02 0.24 -0.90
C -0.211 -3.554 1.991 0.33 -0.40 0.10
C -1.705 -3.696 1.856 -0.53 -0.28 0.06
C 0.562 -4.008 0.760 0.38 0.71 0.29
O 1.237 -0.051 2.613 -0.64 0.06 -0.35
C 0.924 0.202 4.036 0.87 -0.20 0.59
C -0.542 0.413 4.309 -0.31 0.22 0.19
C 1.561 -0.896 4.923 -0.29 0.29 -0.83
O -2.258 1.725 -0.530 -0.86 -0.01 0.05
C -3.673 1.787 -0.139 0.57 0.68 0.24
C -3.844 2.468 1.209 0.17 -0.12 0.39
C -4.322 0.457 -0.329 0.42 -1.28 0.48
H 1.020 5.134 -0.064 0.39 0.21 0.04
H -0.724 4.959 -0.233 -0.02 0.00 0.25
H 0.339 3.690 -0.862 0.16 0.56 0.44
H 1.141 3.131 1.411 0.11 0.28 0.06
H -1.082 5.054 2.332 0.27 -0.07 -0.01
H 0.629 5.203 2.786 0.27 0.28 -0.26
H -0.302 3.876 3.384 0.01 -0.12 -0.15
H -1.740 -0.817 0.640 -0.12 -0.03 -0.50
H -1.754 0.065 2.138 -0.04 0.03 0.17
H 0.191 -4.076 2.853 -0.27 -0.41 0.12
H -2.048 -3.235 0.935 -0.02 0.21 -0.22
H -2.216 -3.224 2.693 -0.01 0.04 0.09
H -2.067 -4.735 1.807 0.49 0.21 0.07
H 0.188 -3.526 -0.138 -0.07 -0.04 -0.22
H 0.490 -5.085 0.651 -0.15 -0.14 0.05
H 1.624 -3.749 0.860 -0.23 -0.12 -0.05
H 1.468 1.136 4.220 -0.16 -0.14 -0.09
H -1.119 -0.482 4.125 -0.13 -0.36 -0.17
H -0.932 1.230 3.706 -0.07 0.11 -0.04
H -0.743 0.659 5.358 0.42 0.06 -0.10
H 1.048 -1.839 4.756 -0.11 -0.08 0.08
H 1.496 -0.635 5.987 0.10 0.06 -0.34
H 2.596 -1.037 4.604 0.00 0.09 0.28
H -4.081 2.467 -0.857 -0.14 0.36 -0.67
H -3.351 1.936 2.021 0.12 -0.23 0.03
H -4.889 2.523 1.498 -0.27 -0.01 -0.22
H -3.434 3.481 1.222 -0.05 -0.14 -0.22
H -4.223 -0.209 0.535 0.12 0.16 0.12
H -3.929 -0.108 -1.171 0.30 0.26 -0.19
H -5.368 0.546 -0.507 -0.94 0.36 -0.05
S -1.228 -1.641 -2.169 0.04 0.07 -0.08
C -0.684 -0.918 -3.717 -0.12 0.00 0.51
C -0.896 0.454 -3.949 0.05 -0.18 0.14
C -0.375 1.044 -5.080 0.22 0.05 -0.79
C 0.366 0.277 -5.993 -0.15 1.00 -0.03
C 0.608 -1.057 -5.755 0.00 -0.41 0.30
C 0.098 -1.662 -4.605 -0.31 0.97 -0.34
H -1.428 1.020 -3.192 -0.07 0.05 -0.14
H -0.523 2.104 -5.308 0.03 -0.38 0.32
H 0.767 0.798 -6.865 -0.05 -0.37 0.18
H 1.197 -1.660 -6.432 0.04 0.09 -0.10
H 0.258 -2.690 -4.401 0.20 -0.79 0.11
B 3.319 -4.898 -2.731 -0.48 -0.02 0.55
C 2.732 -3.457 -2.490 0.16 0.93 0.28
N 2.328 -2.386 -2.251 0.43 -1.06 -0.42
H 4.277 -4.836 -3.446 0.06 0.10 -0.26
H 3.659 -5.266 -1.605 -0.23 0.00 -0.32
H 2.364 -5.512 -3.186 0.32 -0.10 0.08
```
Positions in Å, forces in eV/Å.

E_tot	-3932.63860	Ha
LUMO energy	0.00449	Ha
HOMO level	-8.049	eV
relative energy (zero: lowest compared OMol25 entry of this formula, charge and spin)	0.0000	eV
HOMO-LUMO gap	8.171	eV